{"formula": "C40H111N3O19", "method": "ωB97M-V with the def2-TZVPD basis set", "e_tot_ha": -3184.10945, "gap_ev": 9.1, "homo_ev": -9.28, "elements": ["O", "O", "O", "O", "O", "O", "O", "O", "O", "O", "O", "O", "O", "O", "O", "O", "O", "O", "O", "N", "N", "N", "C", "C", "C", "C", "C", "C", "C", "C", "C", "C", "C", "C", "C", "C", "C", "C", "C", "C", "C", "C", "C", "C", "C", "C", "C", "C", "C", "C", "C", "C", "C", "C", "C", "C", "C", "C", "C", "C", "C", "C", "H", "H", "H", "H", "H", "H", "H", "H", "H", "H", "H", "H", "H", "H", "H", "H", "H", "H", "H", "H", "H", "H", "H", "H", "H", "H", "H", "H", "H", "H", "H", "H", "H", "H", "H", "H", "H", "H", "H", "H", "H", "H", "H", "H", "H", "H", "H", "H", "H", "H", "H", "H", "H", "H", "H", "H", "H", "H", "H", "H", "H", "H", "H", "H", "H", "H", "H", "H", "H", "H", "H", "H", "H", "H", "H", "H", "H", "H", "H", "H", "H", "H", "H", "H", "H", "H", "H", "H", "H", "H", "H", "H", "H", "H", "H", "H", "H", "H", "H", "H", "H", "H", "H", "H", "H", "H", "H", "H", "H", "H", "H"], "coordinates": [[-6.383543, -3.766985, 3.892127], [0.522028, 6.273154, -0.628770], [-8.855459, 5.310178, -2.208189], [-6.737930, -2.051660, -5.319238], [-1.053030, -4.062630, 4.772274], [3.067511, 5.287718, 7.345843], [-9.104272, 0.061771, -5.346087], [-7.111229, 3.363663, -0.499879], [-1.705859, 6.435830, -3.645195], [1.304236, 2.967049, 7.237252], [0.699203, 0.683767, -2.113445], [-2.033000, 2.084801, -6.048529], [7.796266, 7.626352, 0.526221], [10.791357, -1.517642, 1.410187], [-3.406929, 2.783502, 6.099006], [5.746119, -4.257089, 3.164965], [4.261090, -0.340779, -4.666353], [0.048058, -5.516513, -7.428181], [6.597045, 2.533837, -4.791580], [-3.044834, -6.059513, 3.571241], [5.511751, -6.630003, 1.351252], [-6.122372, -4.338000, 6.719036], [-5.294301, 3.118708, 4.898181], [-0.503215, -4.825608, -5.166873], [-6.663553, 4.270552, -1.444812], [3.965381, -5.307857, 0.007182], [-3.149232, 3.976961, 3.942182], [7.508399, 5.318622, 0.220736], [-0.712703, 0.671043, -0.248739], [-0.546068, -4.490059, -6.653555], [-0.650476, 6.393661, -1.396115], [-1.812758, -5.547272, 2.947804], [-7.290334, -4.709383, 5.881237], [9.345605, 6.240827, 1.598353], [-6.468030, -2.772595, 2.819066], [-1.382839, -4.083617, 3.409600], [-1.164345, -2.806819, 5.257970], [5.435566, -3.259963, 4.150376], [-0.482076, 6.319241, -2.919308], [2.235092, 4.963150, 6.286013], [1.823181, 0.801579, 0.064998], [-2.066944, -5.606765, 1.462870], [10.262815, -2.376553, 0.406683], [9.225412, -1.607975, -0.365439], [5.080314, -5.290293, 1.053113], [11.430202, -2.665833, -0.562994], [-1.913556, -4.280277, -7.184761], [-6.891984, -0.830010, -4.639334], [2.131838, 3.422158, 6.189568], [-8.516849, -4.689997, 6.809382], [-7.678156, 5.457041, -1.392307], [5.104802, 0.703686, -5.215714], [-3.848963, 2.877973, 4.746166], [-7.478924, -3.735235, 4.756043], [-1.571361, 1.724535, -7.307782], [-7.716550, 0.271172, -5.546012], [4.612238, -4.565660, 2.330383], [0.663035, 0.235622, -0.782849], [5.544380, 1.801265, -4.180517], [-0.332873, 2.602199, -7.685185], [7.881404, 6.414812, 1.193860], [-2.668235, 2.047280, -8.336129], [3.135554, 2.997306, 6.201716], [-7.046829, -3.132932, 1.968622], [-6.600936, 3.864018, -2.454217], [-7.323206, 6.406835, -1.792317], [1.274817, 5.424407, 6.516690], [-8.371278, -4.049572, 4.214758], [-0.282868, -6.359966, -7.110884], [0.706351, -0.853344, -0.802688], [8.018518, 5.421978, -0.736971], [-3.714698, 1.919305, 4.245144], [4.563793, -3.534952, 4.744090], [-9.270814, -0.851724, -5.589796], [-0.858693, 0.638724, 0.830961], [2.828527, 0.415387, -0.103011], [4.522199, 1.200539, -5.991476], [-3.556824, 4.369924, 3.010757], [4.397919, -1.115595, -5.216394], [-3.601862, 1.504702, -8.187605], [-2.936209, 4.855848, 4.550682], [-8.595786, -3.751107, 7.357425], [11.011686, -2.911791, -1.538924], [-5.723809, 3.283835, 3.910071], [0.483543, 6.854299, 0.134378], [0.439714, 2.417501, -6.938784], [-0.459772, 3.684774, -7.679965], [6.437006, 5.306373, 0.020551], [-0.022560, 5.437245, -3.365426], [0.083733, 2.266535, -8.634863], [-2.578033, -6.495505, 1.092721], [-2.851449, 3.118610, -8.253824], [3.735508, -4.287525, -0.299699], [0.537121, -5.005116, -4.895623], [-1.346399, 0.658236, -7.330046], [6.332206, -3.093405, 4.747367], [-1.006713, 1.675883, -0.551944], [-2.424288, 1.883439, -9.385764], [-8.005578, 3.126997, -0.756238], [9.712197, -0.708467, -0.742296], [3.911893, -5.155736, 2.921513], [1.510339, 0.333822, -2.489192], [-5.873807, -0.492424, -4.445804], [9.571986, 5.243135, 1.974449], [1.613280, 0.715006, 1.131088], [-8.498083, -5.482715, 7.557289], [-2.783439, -4.837371, 1.175146], [-1.058126, 7.389678, -1.223324], [3.594305, 6.043562, 7.076040], [4.320930, -5.799729, -0.898224], [9.997123, 6.426053, 0.744360], [-1.874765, 5.524688, -3.895981], [-1.390399, 5.662590, -1.070308], [-0.787136, -2.795843, 6.280566], [-3.837861, -5.452115, 3.422000], [12.033612, -3.498231, -0.200886], [7.809576, 4.339172, 0.592300], [12.088640, -1.821348, -0.766500], [9.794099, -3.300019, 0.746700], [-1.486875, 0.020673, -0.655892], [4.773886, 2.537901, -3.952895], [1.723102, 3.044401, 8.097581], [0.186128, 7.083098, -3.316954], [-7.533980, 0.010318, -6.588473], [-1.527032, 1.640161, -5.364514], [-5.387255, -4.161827, 6.049204], [-7.266019, -5.743436, 5.537369], [-8.011021, 5.827825, -0.422866], [-2.897893, -6.076767, 4.570343], [8.361346, -1.381774, 0.259326], [-0.577028, -3.678120, 2.797776], [-2.168156, 3.652114, 3.595666], [5.114389, -2.286432, 3.779995], [-7.461775, 1.323068, -5.416821], [-5.491050, 4.021066, 5.477100], [-1.068416, -5.740641, -4.989787], [-7.634295, -2.358146, -5.474805], [-2.179093, -2.409462, 5.235947], [-1.188548, -5.437240, 0.840136], [4.779716, -7.114096, 1.851139], [-0.886108, -4.033963, -4.522833], [1.685053, 3.070073, 5.259776], [1.846370, 1.878483, -0.101889], [6.019840, 0.337766, -5.681450], [2.750044, 5.311900, 5.390862], [7.177459, 6.320894, 2.020758], [-0.102560, -3.538443, -6.946528], [4.096376, -3.641477, 2.069835], [5.771754, 1.326200, -3.226202], [6.279039, -6.507392, 1.996488], [-1.035357, -6.271825, 3.190220], [-8.695149, 5.498679, -3.135741], [5.954314, -4.776391, 0.652958], [6.223523, 3.035239, -5.520055], [8.797606, -2.072268, -1.253980], [-6.832608, -1.782199, 3.091639], [-0.608185, -2.081166, 4.664494], [-5.664803, 4.671931, -1.273083], [-7.639187, -2.717436, 5.111696], [9.661172, 6.892006, 2.413501], [-2.431072, -5.216337, -6.974863], [-2.238992, -3.436076, 3.220409], [10.100031, -1.250084, 2.020163], [6.993651, 7.709470, 0.006117], [-1.954970, -4.134298, -8.264155], [-2.447190, 2.764477, 6.110461], [3.030101, -5.730818, 0.373859], [-7.409737, -1.059445, -3.707994], [-5.907803, 2.340338, 5.351885], [-6.291669, -3.432853, 7.133954], [-5.469172, -2.660986, 2.397270], [-2.356490, -3.384620, -6.749215], [-9.490904, -4.877062, 6.357358]], "forces_ev_per_angstrom": [[0.66, 1.39, -1.41], [0.83, -0.44, -0.38], [-0.76, -1.19, 0.73], [-0.31, -0.17, -0.55], [-0.06, -1.88, -0.91], [1.20, 0.26, 1.40], [-0.24, 0.42, 0.34], [0.61, -1.26, 0.62], [-0.18, -0.12, 0.69], [-0.38, -0.73, 0.00], [0.29, 0.20, -0.59], [-0.80, 0.27, 1.04], [0.06, 1.79, -0.06], [0.12, -0.53, 0.40], [0.71, 0.10, -0.22], [-0.61, 0.75, -0.05], [0.84, 0.72, 0.02], [0.84, -0.02, -0.02], [0.62, -0.38, 0.59], [0.73, 0.16, 0.58], [0.56, -0.34, -0.04], [-0.09, -0.83, -0.86], [-1.96, 0.76, -0.73], [0.55, 0.32, -0.40], [-1.39, 2.31, -0.24], [0.38, 0.71, -0.16], [1.22, 0.37, 0.05], [-0.01, -0.82, -0.31], [-0.43, -0.27, -0.02], [-0.14, 0.51, -0.56], [-0.81, 0.64, -0.29], [-0.40, 0.39, 0.13], [-0.77, 0.54, 1.87], [0.08, 0.03, 0.65], [0.64, -1.14, 0.08], [-0.78, -1.79, -0.79], [0.16, 1.98, 1.07], [-0.07, -0.39, -0.23], [1.09, -0.13, -1.13], [0.19, -1.13, -1.00], [-0.59, 0.60, 0.12], [-0.18, 0.73, -1.10], [0.69, 0.73, -1.64], [-0.68, 0.60, -0.41], [-0.99, 0.25, 0.43], [-0.32, -0.60, 0.17], [-1.27, -0.28, -0.04], [-0.15, 1.77, -0.97], [-0.30, 1.08, 0.40], [-0.47, -0.12, 0.37], [0.27, 1.88, -2.22], [-0.69, 0.61, 0.67], [-0.07, -0.08, 0.15], [-0.83, -0.44, -0.61], [0.46, 1.20, -2.00], [0.70, -2.28, 0.69], [0.76, 0.69, -0.01], [-0.23, 0.24, 1.22], [-1.02, -0.53, -1.07], [0.39, -1.34, 0.56], [0.67, -1.50, -0.69], [-0.29, 0.16, 0.19], [0.19, 0.00, 0.29], [-0.50, -0.23, 0.22], [-0.34, -0.13, -0.23], [1.33, -0.04, -0.03], [-0.34, -0.16, -0.79], [-0.39, 0.12, -0.24], [-0.07, -0.14, 0.03], [-0.01, -0.23, 0.28], [0.12, 0.28, 0.00], [0.24, -0.18, -0.11], [0.18, -0.55, 0.46], [-0.30, 0.03, -0.06], [0.49, -0.17, 0.09], [-0.16, -0.26, -0.35], [0.03, 0.16, -0.24], [-0.91, -0.44, 0.16], [-0.07, -0.10, 0.04], [0.01, 0.02, 0.38], [-0.26, 0.01, 0.30], [0.05, 0.16, -0.03], [0.00, -0.38, 0.03], [-0.16, 0.06, -0.12], [-0.14, 0.00, -0.15], [0.20, -0.08, 0.10], [-0.65, -0.13, -0.14], [-0.11, -0.03, 0.02], [0.38, -0.58, 1.00], [-0.06, 0.17, -0.14], [0.38, -0.41, 0.55], [-0.29, 0.04, 0.08], [-0.07, 0.17, 0.07], [0.00, -0.06, 0.14], [0.34, -0.07, -0.13], [-0.19, -0.26, 0.11], [0.45, 0.14, -0.17], [0.59, -0.21, 0.14], [-0.16, -0.12, 0.05], [-0.23, 0.32, 0.23], [-0.20, -0.38, -0.10], [0.13, 0.07, -0.35], [-0.12, 0.20, 0.13], [-0.28, -0.19, -0.16], [-0.06, -0.35, 0.05], [0.62, 0.01, 0.09], [-0.04, 0.46, 0.08], [-0.41, 0.04, 0.00], [0.05, -0.03, 0.32], [-0.19, -0.34, 0.17], [-0.13, 0.05, -0.07], [-0.59, 0.15, -0.22], [-0.13, -0.16, -0.07], [-0.07, 0.10, -0.01], [-0.13, 0.26, -0.22], [0.10, 0.03, -0.11], [-0.24, -0.10, 0.17], [-0.19, 0.25, 0.51], [0.39, -0.16, 0.57], [0.03, -0.09, -0.15], [-0.57, -0.35, -0.04], [0.30, 0.18, -0.10], [-0.03, 0.54, 0.53], [0.63, 0.08, -0.12], [0.12, -0.03, -0.01], [0.55, -0.07, 0.03], [0.78, 0.09, -0.33], [0.00, -1.14, 0.40], [-0.12, -0.10, 0.28], [0.03, 0.38, 0.15], [0.41, -0.12, -0.09], [0.28, -0.33, 0.25], [0.30, 0.13, -0.87], [-0.10, -0.19, 0.51], [0.18, 0.13, 0.03], [-0.12, -0.04, 0.06], [0.05, -0.52, -0.16], [-0.48, -0.20, 0.18], [0.17, -0.02, 0.12], [-0.12, -0.21, 0.10], [-0.13, 0.01, -0.13], [-0.25, 0.30, -0.02], [0.11, 0.13, -0.18], [0.03, -0.30, 0.22], [-0.68, 0.23, -0.53], [0.15, 0.37, 0.48], [1.21, -0.19, 0.54], [-0.03, 0.30, -0.11], [0.85, 0.13, -0.17], [0.23, -0.47, 0.24], [0.21, 0.18, 0.22], [0.41, 0.01, 0.15], [-0.08, 0.28, -0.02], [-0.06, 0.05, 0.01], [0.25, -0.59, 0.07], [-0.09, -0.14, 0.56], [0.51, 0.16, -0.09], [0.03, -0.32, 0.77], [-0.06, 0.18, 0.35], [-0.18, 0.36, -0.13], [-0.85, 0.25, 0.10], [-0.38, 0.13, 0.03], [-0.17, -0.06, 0.03], [-0.13, -0.22, 0.11], [0.41, -0.07, -0.02], [0.22, -0.07, 0.12], [0.11, -0.32, 0.01], [-0.15, 0.68, 0.19], [0.53, -0.32, 0.13], [-0.28, 0.17, 0.20], [0.17, 0.02, 0.36], [-0.43, -0.28, 0.31], [0.11, 0.27, -0.66]]}